# C16H15NO4

An isolated molecule of C16H15NO4 in a non-equilibrium geometry (the ωB97M-V functional and the def2-TZVPD basis, the OMol25 dataset).

Structure (XYZ):
```
36
Properties=species:S:1:pos:R:3:forces:R:3:mulliken_charge:R:1
O 1.133835 0.590155 -1.932528 0.0 -0.2 -0.1 -0.6425
C 0.677166 1.199327 -0.986347 -0.1 0.2 0.0 0.4153
N 1.414147 2.089765 -0.265349 0.1 0.4 0.2 -0.1329
C 2.851904 2.103866 -0.379675 0.1 -0.2 0.0 -0.7732
C 3.498385 1.554133 0.910074 0.0 0.3 -0.2 -0.5846
O 2.712759 0.552575 1.512755 0.0 -0.3 0.1 -0.5008
C 2.463665 -0.613092 0.831353 -0.1 -0.1 0.1 0.6228
C 3.235388 -1.107738 -0.211000 0.1 0.2 0.2 -0.3454
C 2.883621 -2.301364 -0.817042 0.0 -0.1 0.0 -0.6088
C 1.775828 -3.010988 -0.393058 0.0 -0.1 -0.1 -0.5166
C 1.014537 -2.524675 0.657310 0.0 0.0 0.0 -0.5483
C 1.353569 -1.334029 1.266576 0.1 0.2 0.1 -0.2347
C -0.733716 1.036325 -0.532639 -0.3 0.0 0.0 0.0393
C -1.464306 2.067235 0.043601 0.2 -0.1 -0.1 -0.3779
C -2.778805 1.880525 0.463417 -0.4 -0.2 0.1 -1.1172
C -3.319756 0.628784 0.294383 0.4 -0.3 -0.3 1.0113
C -2.591172 -0.409926 -0.293047 -0.1 0.6 0.2 0.8760
C -1.303268 -0.229362 -0.724040 -0.3 -0.1 0.0 -1.1667
O -3.368387 -1.535343 -0.339562 0.4 0.0 -0.1 -0.5008
C -4.610770 -1.174158 0.222647 -1.0 -0.8 0.1 -0.2567
O -4.566687 0.179261 0.625714 0.2 0.5 0.1 -0.4730
H 1.033667 2.428385 0.605062 -0.1 -0.2 -0.1 0.2908
H 3.089315 1.477364 -1.243014 0.0 0.2 0.1 0.3878
H 3.213738 3.120200 -0.562533 0.1 -0.1 0.0 0.3728
H 3.545914 2.340081 1.669829 0.1 -0.1 -0.1 0.3805
H 4.519201 1.208537 0.706293 -0.1 0.1 0.0 0.3418
H 4.106155 -0.575748 -0.561140 0.1 0.1 0.0 0.3377
H 3.483385 -2.672567 -1.634527 0.0 0.0 -0.1 0.3854
H 1.503690 -3.935405 -0.879353 0.0 -0.1 0.0 0.4007
H 0.144807 -3.068269 0.995765 -0.1 0.0 0.0 0.3816
H 0.767408 -0.935036 2.080305 -0.1 0.1 0.1 0.4420
H -1.027779 3.049367 0.144183 0.1 0.1 0.0 0.5462
H -3.352267 2.679881 0.901721 -0.1 0.1 0.0 0.4371
H -0.730575 -1.015186 -1.186427 0.1 -0.1 -0.1 0.6127
H -5.409037 -1.309203 -0.524902 0.2 0.1 0.1 0.2445
H -4.821146 -1.811127 1.096493 0.1 0.2 -0.2 0.2535
```
Positions in Å, forces in eV/Å.

Values from the calculation:
strongest force on any atom = 1.26 eV/Å
E_tot = -26515.07689 eV
structure (SMILES) = O=C(NCCOc1ccccc1)c1ccc2c(c1)OCO2